This record from the Open Molecules 2025 dataset describes an isolated ion of composition C18H14N3O2 and charge -1 in a non-equilibrium geometry. The level of theory is ωB97M-V/def2-TZVPD.

Structure (ORCA input):
```
! RIJCOSX wB97M-V def2-TZVPD def2/J DEFGRID3
* xyz -1 1
C -0.5200 -1.6410 2.5293
C -0.1700 -1.0768 1.1271
C -0.1517 -2.1220 0.1578
N -0.2606 -2.9520 -0.6665
C 1.2301 -0.3134 1.2047
C 1.5999 0.4288 2.3135
C 2.8243 1.1053 2.3667
C 3.7358 0.9994 1.2939
C 3.4148 0.1102 0.2470
C 2.1856 -0.5353 0.2101
C -1.3758 -0.2245 0.4203
C -2.7569 -0.8697 0.4131
N -3.6198 -0.7442 1.4571
O -4.6963 -1.4002 1.5109
O -3.2857 0.0265 2.4186
C -1.0603 0.3494 -0.9591
C -0.4578 1.6181 -1.0846
C -0.0083 2.0604 -2.3509
C -0.3176 1.3269 -3.4995
C 0.0491 1.8429 -4.7871
N 0.3731 2.2432 -5.8392
C -0.9845 0.1226 -3.3861
C -1.4322 -0.3207 -2.1323
H -0.2182 -1.0313 3.3695
H -1.5817 -1.7605 2.6010
H -0.0054 -2.5929 2.6890
H 0.9198 0.5957 3.1534
H 3.1066 1.7256 3.2425
H 4.6620 1.5881 1.2836
H 4.1576 -0.0690 -0.5217
H 1.9626 -1.1419 -0.6327
H -1.2669 0.4444 1.3074
H -3.2092 -1.2981 -0.5077
H -0.2431 2.2353 -0.1876
H 0.5547 2.9932 -2.4286
H -1.1834 -0.4774 -4.2540
H -1.9708 -1.2454 -2.0786
*
```

Summary:
* gap between HOMO and LUMO: 0.2408 Ha
* calculated total energy: -1008.97793 hartree
* SMILES: C[C@](C#N)(c1ccccc1)[C@H](C=[N+]([O-])[O-])c1ccc(C#N)cc1

Löwdin charges in e: atom 1 (C): -0.0012, atom 2 (C): -0.3380, atom 3 (C): -0.2454, atom 4 (N): 0.1845, atom 5 (C): -0.1378, atom 6 (C): -0.0536, atom 7 (C): -0.0878, atom 8 (C): -0.0934, atom 9 (C): -0.0826, atom 10 (C): -0.0364, atom 11 (C): -0.1858, atom 12 (C): -0.0788, atom 13 (N): -0.4868, atom 14 (O): -0.1019, atom 15 (O): -0.1210, atom 16 (C): -0.1602, atom 17 (C): -0.0017, atom 18 (C): -0.0284, atom 19 (C): -0.2663, atom 20 (C): -0.1888, atom 21 (N): 0.1249, atom 22 (C): -0.0194, atom 23 (C): -0.0164, atom 24 (H): 0.0651, atom 25 (H): 0.0688, atom 26 (H): 0.0944, atom 27 (H): 0.1103, atom 28 (H): 0.1047, atom 29 (H): 0.0956, atom 30 (H): 0.0962, atom 31 (H): 0.0981, atom 32 (H): 0.1403, atom 33 (H): 0.1061, atom 34 (H): 0.1258, atom 35 (H): 0.1128, atom 36 (H): 0.1119, atom 37 (H): 0.0922